# 1
{
  "formula": "C3H4BrNS2",
  "method": "ωB97M-V/def2-TZVPD",
  "homo_energy_ev": [-6.744, -6.742],
  "homo_lumo_gap_ha": [0.1076, 0.1074],
  "e_lumo_ev": [-3.816, -3.819],
  "symbols": ["C", "C", "C", "N", "S", "S", "Br", "H", "H", "H", "H"],
  "positions_angstrom": [[-2.100, 0.205, -1.127], [-1.453, 0.521, 0.133], [0.593, -0.290, -1.683], [-2.193, -0.104, -2.254], [0.304, 0.706, -0.268], [2.158, -0.809, -1.760], [-3.593, -0.442, 3.058], [-1.795, 1.591, 0.617], [-1.467, -0.222, 0.872], [-0.160, -0.501, -2.445], [2.480, -0.368, -0.532]],
  "forces_ev_per_a": [[-0.013, -0.873, -2.480], [-0.926, 4.024, -0.065], [-0.164, 1.628, 2.527], [-0.461, 0.746, 2.616], [0.295, -0.964, -1.665], [0.591, -0.503, -0.765], [0.472, 0.135, -0.529], [0.654, -2.875, -1.163], [-0.807, -1.220, 1.369], [0.089, -0.018, 0.151], [0.271, -0.080, 0.003]]
}

=====

# 2
{
  "formula": "C3H4BrO2",
  "method": "ωB97M-V/def2-TZVPD",
  "homo_energy_ev": -14.204,
  "homo_lumo_gap_ha": 0.2452,
  "e_lumo_ev": -7.531,
  "total_charge": 1,
  "symbols": ["C", "C", "C", "O", "O", "Br", "H", "H", "H", "H"],
  "positions_angstrom": [[-0.944, 1.006, 1.676], [-0.375, -0.357, -0.299], [1.159, -0.641, -1.104], [-1.393, -0.638, -0.740], [-0.182, 0.229, 0.998], [0.834, -0.841, -2.985], [-0.428, 1.431, 2.564], [-1.953, 1.474, 1.483], [2.048, -0.034, -0.950], [1.234, -1.630, -0.643]],
  "forces_ev_per_a": [[1.422, 0.387, -0.333], [4.118, 0.259, -3.749], [-2.899, -0.789, 1.287], [-2.052, -0.348, 0.141], [-1.235, 1.950, 3.046], [-0.018, 0.131, 0.531], [-0.322, -0.639, -0.324], [0.786, -1.276, -0.735], [-0.567, 0.363, 0.523], [0.768, -0.038, -0.386]]
}

=====

# 3
{
  "formula": "C3H4BrO3Pd2",
  "method": "ωB97M-V/def2-TZVPD",
  "homo_energy_ev": [-22.671, -22.647],
  "homo_lumo_gap_ha": [0.3624, 0.2181],
  "e_lumo_ev": [-12.810, -16.713],
  "s_squared": 6.012,
  "multiplicity": 5,
  "total_charge": 3,
  "symbols": ["Pd", "Pd", "Br", "C", "C", "O", "C", "O", "O", "H", "H", "H", "H"],
  "positions_angstrom": [[-2.526, -4.078, -1.739], [-0.007, -3.661, 2.358], [-1.962, -3.035, 0.647], [0.352, 1.082, -1.140], [-0.177, 0.310, 0.104], [0.479, 0.964, 1.210], [1.292, 1.862, 0.744], [1.976, 2.687, 1.426], [1.452, 1.826, -0.537], [-0.395, 1.768, -1.532], [0.720, 0.414, -1.911], [0.002, -0.759, 0.077], [-1.206, 0.619, 0.293]],
  "forces_ev_per_a": [[-0.105, -0.064, 0.267], [-0.130, -0.257, 0.131], [0.019, -0.295, -0.262], [-0.404, -0.832, 0.758], [-1.008, 1.514, -0.859], [1.020, 0.716, 1.319], [-0.189, -1.517, -1.750], [-0.105, 0.022, 0.471], [0.286, 0.991, -0.014], [0.236, 0.211, -0.051], [0.380, 0.307, -0.065], [0.220, 0.040, 0.339], [-0.221, -0.835, -0.284]]
}

=====

# 4
{
  "formula": "C3H4CaO3",
  "method": "ωB97M-V/def2-TZVPD",
  "homo_energy_ev": [-1.335, -3.309],
  "homo_lumo_gap_ha": [0.1662, 0.2347],
  "e_lumo_ev": [3.188, 3.076],
  "s_squared": 0.751,
  "multiplicity": 2,
  "total_charge": -1,
  "symbols": ["H", "Ca", "O", "C", "C", "O", "O", "C", "H", "H", "H"],
  "positions_angstrom": [[-2.452, 0.733, -0.911], [-2.731, -0.752, 0.460], [1.556, 0.433, 0.229], [1.586, -0.909, 0.194], [0.181, 0.893, 0.316], [2.605, -1.532, 0.434], [0.422, -1.422, -0.101], [-0.631, -0.181, -0.363], [0.103, 1.866, -0.182], [-0.023, 1.021, 1.390], [-0.614, -0.151, -1.466]],
  "forces_ev_per_a": [[-1.045, 0.760, -0.111], [-0.361, -0.008, -0.074], [0.262, 1.013, 0.260], [0.346, -0.768, 0.144], [0.350, -0.195, -0.736], [-0.286, 0.278, -0.227], [-0.497, 0.808, 0.038], [0.996, -1.817, 0.202], [0.051, -0.246, 0.146], [-0.110, -0.062, -0.119], [0.292, 0.236, 0.477]]
}

=====

Results for ΔE to the lowest compared entry with this formula, charge and spin: 2.712, 0.000, 0.300, 1.527 (in eV, following the order of the records).